Below is a cluster of 9 separate species, C12H42O9 in total, with properties calculated with ωB97M-V/def2-TZVPD.

Structure (ORCA input):
```
! wB97M-V def2-TZVPD RIJCOSX def2/J DEFGRID3
* xyz 0 1
O 3.50 2.86 -0.14
H 0.26 2.35 2.68
C -1.35 -3.19 2.38
H -3.90 -1.91 -3.18
H 1.24 -0.08 3.11
H 0.99 3.35 0.66
C 0.43 2.47 0.83
H 2.87 -0.73 -0.77
H -0.74 0.50 -4.08
H 5.80 2.11 1.21
C 3.64 1.93 0.92
H 5.01 0.84 2.07
H 2.45 -2.51 2.75
H 1.55 -0.02 -1.69
H 0.51 2.83 -3.47
H 0.89 3.91 -2.01
H 3.28 2.45 1.85
H -4.67 -0.46 -2.75
O -1.94 -3.22 1.12
H -4.35 -0.97 0.58
H -5.63 -1.86 -2.43
H -1.47 -2.63 0.49
H -4.02 -2.95 -1.02
O 2.32 2.47 -2.69
C 0.89 -1.41 -0.05
H -0.33 -3.57 2.43
H 3.35 2.41 -0.98
H 2.59 2.88 -3.48
O -4.97 -1.32 -0.10
H -1.58 0.26 1.98
H 5.33 0.71 0.31
C 1.89 -0.91 -1.15
H 2.93 1.10 0.85
H 2.90 -1.01 1.87
C 1.00 2.87 -2.52
O -3.53 -0.31 1.93
O 1.27 -0.97 3.26
H 0.78 -0.59 0.67
O -0.33 -1.74 -0.67
H -0.60 -1.05 -3.45
C -4.09 -1.82 -1.09
H -3.04 -1.46 -0.98
O 0.77 1.90 2.04
H -0.61 -1.00 -1.15
H 0.78 1.78 0.09
C -2.54 0.62 1.60
C -4.62 -1.51 -2.46
H -2.39 0.76 0.55
C -1.18 -0.16 -3.38
O -1.29 0.37 -2.05
H 1.13 -2.32 0.45
H -3.71 -0.34 2.89
C 5.03 1.35 1.11
H -1.34 -2.14 2.64
C 2.54 -1.43 2.81
H 1.86 -1.65 -1.98
H -1.92 1.13 -2.06
H 3.34 -1.30 3.53
H -1.95 -3.65 3.18
H 0.50 2.12 -1.94
H -0.65 2.61 0.75
H -2.14 -0.37 -3.77
H -2.71 1.62 1.85
*
```

highest occupied orbital energy = -9.2 eV
E_tot = -31548.1321 eV
energy above the lowest of the compared OMol25 structures with the same formula, charge and spin = 121.8 kcal per mole
E_LUMO = 0.2 eV
SMILES = CCO.CCO.CCO.CO.CO.CO.CO.CO.CO